{"formula": "C5H37N2O11S", "method": "ωB97M-V/def2-TZVPD", "e_homo_ev": -11.051, "e_lumo_ev": -2.6, "e_above_lowest_kcal_mol": 61.2, "homo_lumo_gap_ev": 8.489, "total_charge": 1, "total_energy_ha": -1547.79449, "species": ["S", "O", "O", "O", "O", "O", "O", "O", "O", "O", "O", "O", "N", "N", "C", "C", "C", "C", "C", "H", "H", "H", "H", "H", "H", "H", "H", "H", "H", "H", "H", "H", "H", "H", "H", "H", "H", "H", "H", "H", "H", "H", "H", "H", "H", "H", "H", "H", "H", "H", "H", "H", "H", "H", "H", "H"], "positions_angstrom": [[-0.061, -5.318, -0.049], [-2.107, 3.138, 2.199], [-3.572, 1.908, 0.449], [-3.350, -1.960, -1.028], [3.108, -1.149, -1.565], [-2.738, -0.683, -3.324], [-1.470, 3.250, -1.245], [-0.782, 0.665, -2.432], [3.499, 0.643, 2.787], [3.196, 1.469, -2.676], [2.911, 2.560, 0.678], [3.130, -1.342, 1.048], [0.135, -2.099, 0.726], [-0.627, 1.314, 0.490], [-0.155, -3.782, -1.080], [-0.373, -1.045, 1.588], [0.256, 0.390, 1.250], [-0.654, -2.523, -0.439], [0.479, 1.077, 2.654], [-1.046, -4.928, 0.768], [-3.891, -2.730, -1.276], [-1.614, 0.172, -2.699], [-0.954, -1.771, -1.178], [-1.519, 1.564, 0.965], [3.500, -1.353, 0.135], [0.102, -1.314, 2.541], [-2.930, -1.341, -2.628], [3.156, -2.274, 1.307], [-3.287, 2.808, 0.320], [-0.781, -3.996, -1.953], [-0.483, 1.570, 2.866], [3.082, 2.299, -3.154], [-2.654, -1.028, -4.216], [3.270, 3.407, 0.958], [-1.432, -0.920, 1.852], [1.122, -1.923, 0.461], [3.948, 0.063, 2.133], [3.080, 1.970, 1.440], [-1.181, 3.820, -1.974], [-0.862, 0.847, -0.399], [0.883, -3.759, -1.443], [1.335, 1.752, 2.586], [1.204, 0.207, 0.755], [-0.052, 0.150, -2.788], [-1.856, 3.865, 1.614], [-4.104, -1.416, -0.744], [-1.517, 2.372, -1.649], [-3.920, 1.692, 1.316], [2.181, -1.129, -1.857], [2.718, 0.079, 2.663], [0.595, 0.367, 3.464], [3.217, 1.807, -1.764], [-1.647, 3.277, 3.035], [3.308, -0.228, -1.821], [-0.152, 2.202, 0.332], [-1.642, -2.693, 0.002]]}

***

{"formula": "C19H42B2NO25", "method": "ωB97M-V/def2-TZVPD", "e_homo_ev": -7.527, "e_lumo_ev": 1.1, "e_above_lowest_kcal_mol": 95.9, "homo_lumo_gap_ev": 8.603, "total_charge": -1, "total_energy_ha": -2734.69890, "species": ["O", "O", "O", "O", "O", "O", "O", "O", "O", "O", "O", "O", "O", "O", "O", "O", "O", "O", "O", "O", "O", "O", "O", "O", "O", "N", "C", "C", "C", "C", "C", "C", "C", "C", "C", "C", "C", "C", "C", "C", "C", "C", "C", "C", "C", "B", "B", "H", "H", "H", "H", "H", "H", "H", "H", "H", "H", "H", "H", "H", "H", "H", "H", "H", "H", "H", "H", "H", "H", "H", "H", "H", "H", "H", "H", "H", "H", "H", "H", "H", "H", "H", "H", "H", "H", "H", "H", "H", "H"], "positions_angstrom": [[-1.465, 1.886, -2.010], [-5.885, -0.681, 3.847], [-3.309, 1.559, 1.850], [-0.126, -0.067, 2.832], [-3.788, 3.296, -2.124], [-5.714, -1.446, 1.215], [-1.679, 2.273, 0.104], [-2.265, 4.022, 4.084], [1.482, -0.503, 5.284], [-2.887, -1.537, 1.601], [-3.814, 3.095, 0.023], [-0.694, -1.124, 0.978], [-2.180, -0.401, -4.975], [-1.841, -2.860, -0.234], [-3.305, -5.797, -2.719], [-6.098, -1.056, -2.487], [-2.390, 3.765, 1.910], [-3.778, 1.367, 3.873], [-2.023, -3.430, -2.368], [-2.646, -1.249, 3.658], [-1.475, -0.652, 6.022], [-2.451, -0.668, -0.638], [-3.163, -0.842, -2.554], [0.268, 2.333, 3.975], [-0.738, -5.899, -1.453], [3.005, 0.674, -0.919], [-0.887, -0.808, 2.250], [-2.069, -2.629, -1.458], [-2.233, -1.189, 2.485], [3.560, 2.199, 0.780], [3.515, 0.748, 0.383], [2.025, 1.789, -1.091], [-2.436, 3.275, 3.092], [4.845, 1.769, -2.249], [-2.415, -1.322, -1.610], [-3.200, 2.953, -1.041], [2.827, -1.971, -0.490], [-3.150, 2.019, 3.001], [2.148, -0.716, -1.040], [5.839, 1.598, -3.405], [4.052, 0.512, -2.026], [-2.009, 2.390, -1.008], [1.831, -3.221, -0.586], [2.470, 2.822, -0.074], [6.940, 2.638, -3.532], [-1.947, -1.520, 0.406], [-2.757, 2.689, 0.968], [-4.925, -1.374, 1.567], [2.844, 3.562, -0.844], [2.892, 0.274, 1.202], [7.558, 2.791, -2.631], [1.188, -3.127, -1.368], [7.815, 2.360, -4.196], [-2.650, -0.055, -4.134], [1.101, -0.159, 4.462], [4.369, 0.112, 0.465], [-5.177, -1.148, -2.096], [-0.720, -5.490, -0.602], [-5.003, -0.704, 3.984], [3.369, 2.527, 1.845], [5.485, 2.052, -1.535], [4.417, 2.729, -2.194], [-1.600, -5.952, -1.693], [3.843, -2.344, -0.914], [-3.010, -4.994, -2.777], [-5.899, 0.250, 3.641], [-1.499, -1.054, -4.644], [0.065, 1.451, 3.483], [1.644, 3.096, 0.469], [-1.895, 0.109, 6.338], [1.479, -3.280, 0.516], [-6.051, -1.075, 2.154], [-5.858, -0.584, -3.253], [4.552, 2.758, 0.801], [0.211, 3.060, 3.287], [0.879, 1.600, -0.807], [3.594, 0.115, -2.892], [1.741, -0.985, -2.039], [5.297, 1.356, -4.220], [2.277, 2.140, -2.193], [6.449, 0.700, -3.278], [0.975, -0.483, 6.073], [1.213, -0.546, -0.414], [-1.939, -0.800, 5.194], [6.514, 3.587, -3.710], [2.901, -1.947, 0.617], [4.704, -0.174, -1.968], [2.423, -4.159, -0.778], [-3.569, -6.291, -3.432]]}

***

{"formula": "C4H10O2", "method": "ωB97M-V/def2-TZVPD", "e_homo_ev": -7.655, "e_lumo_ev": 1.1, "e_above_lowest_kcal_mol": 107.0, "homo_lumo_gap_ev": 8.716, "total_energy_ha": -308.72760, "species": ["O", "O", "C", "C", "C", "C", "H", "H", "H", "H", "H", "H", "H", "H", "H", "H"], "positions_angstrom": [[0.911, 0.234, 0.613], [-1.355, 1.410, 0.271], [0.438, -0.671, -0.286], [-0.129, -1.856, 0.444], [1.704, 1.257, 0.011], [-1.515, 0.360, -0.596], [-2.153, -0.455, -0.233], [-0.752, -2.458, -0.224], [-0.701, 1.128, 0.942], [-0.711, -1.602, 1.345], [2.036, 1.916, 0.816], [-0.299, -0.148, -1.095], [-1.849, 0.729, -1.570], [2.562, 0.809, -0.497], [1.102, 1.827, -0.705], [0.712, -2.482, 0.764]]}

***

{"formula": "C37H72O18S6", "method": "ωB97M-V/def2-TZVPD", "e_homo_ev": -9.617, "e_lumo_ev": -0.1, "smiles": "C[C@H]1COC(=O)O1.O=S1(=O)CCCC1.O=S1(=O)CCCC1.O=S1(=O)CCCC1.O=S1(=O)CCCC1.O=S1(=O)CCCC1.O=S1(=O)CCCC1.CC(C)=O.CC(C)=O.CC(C)=O", "e_above_lowest_kcal_mol": 0.0, "homo_lumo_gap_ev": 9.536, "total_energy_ha": -5196.39013, "species": ["S", "S", "S", "S", "S", "S", "O", "O", "O", "O", "O", "O", "O", "O", "O", "O", "O", "O", "O", "O", "O", "O", "O", "O", "C", "C", "C", "C", "C", "C", "C", "C", "C", "C", "C", "C", "C", "C", "C", "C", "C", "C", "C", "C", "C", "C", "C", "C", "C", "C", "C", "C", "C", "C", "C", "C", "C", "C", "C", "C", "C", "H", "H", "H", "H", "H", "H", "H", "H", "H", "H", "H", "H", "H", "H", "H", "H", "H", "H", "H", "H", "H", "H", "H", "H", "H", "H", "H", "H", "H", "H", "H", "H", "H", "H", "H", "H", "H", "H", "H", "H", "H", "H", "H", "H", "H", "H", "H", "H", "H", "H", "H", "H", "H", "H", "H", "H", "H", "H", "H", "H", "H", "H", "H", "H", "H", "H", "H", "H", "H", "H", "H", "H"], "positions_angstrom": [[7.426, 2.606, 5.251], [-1.968, -2.583, -2.947], [-1.156, 2.046, -3.991], [2.187, -1.439, -2.578], [0.941, 6.567, -1.522], [2.284, -2.344, 2.895], [1.692, 2.014, 3.275], [0.962, -1.804, 3.076], [-1.096, 1.577, -2.633], [8.541, 2.588, 4.345], [0.956, -0.814, -2.162], [-4.420, 0.198, 6.153], [0.564, 7.129, -2.792], [-5.235, -1.188, -0.741], [-2.246, -1.645, -1.890], [1.544, 1.105, 1.229], [7.623, 2.256, 6.638], [-0.176, 0.931, 2.614], [3.472, -1.570, 3.152], [2.560, -2.712, -2.004], [-1.432, 3.448, -4.230], [1.143, 7.391, -0.364], [-2.053, -5.307, 2.029], [-1.563, -2.063, -4.235], [-0.208, 0.896, -6.214], [-4.457, 0.689, -1.972], [6.097, 1.586, 4.618], [2.349, -1.490, -4.371], [2.462, -3.085, 1.243], [-2.693, -4.291, 2.172], [-0.621, 0.300, 1.394], [-5.374, -0.006, -0.987], [2.306, -4.568, 1.415], [2.997, -4.868, 2.764], [-5.211, 0.840, 5.508], [2.363, 5.530, -1.756], [5.365, 3.871, 4.243], [6.553, 4.156, 5.167], [-2.352, 1.028, -4.924], [4.847, 2.451, 4.486], [0.281, 1.636, -4.960], [-0.966, -3.984, -2.470], [-6.574, 0.749, -0.463], [2.319, -3.929, 3.739], [-0.122, 5.236, -1.044], [0.577, 0.409, 0.442], [0.722, 4.217, -0.277], [-1.728, 1.127, -6.291], [-1.923, -4.934, -1.779], [-5.461, 0.520, 4.046], [-4.157, -4.252, 1.800], [3.561, -0.333, -2.289], [1.094, 1.360, 2.484], [2.185, 4.302, -0.837], [3.755, -0.907, -4.648], [-1.903, 0.960, 0.947], [-3.486, -3.552, -3.056], [-6.043, 1.942, 6.111], [-2.106, -3.050, 2.799], [-3.135, -5.010, -2.754], [4.560, -0.774, -3.354], [-1.760, 2.040, 0.836], [5.346, -0.034, -3.497], [1.256, -4.134, 3.866], [-1.515, -5.940, -1.707], [6.426, 1.318, 3.612], [-5.772, 2.123, 7.145], [-4.088, -3.122, -2.253], [0.831, 0.942, -4.320], [3.253, 0.707, -2.409], [-2.142, 0.454, -7.054], [-5.982, 2.862, 5.530], [-4.806, -3.974, 2.633], [-2.859, -5.574, -3.642], [6.220, 4.392, 6.175], [-3.450, 0.319, -1.811], [6.029, 0.701, 5.242], [2.963, 4.261, -0.077], [-0.677, -4.430, -3.426], [-0.050, -3.712, -1.947], [4.263, 2.136, 3.626], [5.683, 3.955, 3.199], [-0.548, 4.824, -1.960], [1.582, -0.854, -4.789], [3.489, -2.828, 0.980], [0.987, -0.567, 0.213], [1.263, -4.895, 1.476], [-0.809, -0.740, 1.652], [0.873, 2.537, -5.092], [3.916, -0.467, -1.268], [-7.077, 1.584, 6.041], [4.343, -1.493, -5.354], [2.329, 3.381, -1.408], [-7.078, 0.174, 0.310], [4.613, 4.653, 4.360], [-4.436, -5.277, 1.543], [-4.829, 0.376, -2.953], [-4.012, -3.380, -3.994], [3.609, 0.079, -5.092], [7.185, 4.932, 4.745], [-1.992, 2.081, -6.764], [-1.530, -2.532, 2.024], [0.352, 3.219, -0.488], [-4.489, 1.776, -1.927], [-3.305, 1.523, -4.780], [-0.126, -0.174, -6.013], [5.019, -1.701, -3.010], [4.216, 2.387, 5.372], [-1.411, -3.210, 3.616], [-0.914, 5.639, -0.415], [-5.410, 1.441, 3.460], [-2.675, 0.799, 1.698], [2.420, 5.163, -2.778], [0.260, 1.163, -7.154], [-2.179, 0.616, -0.050], [-4.592, -0.020, 3.661], [3.261, 6.106, -1.541], [4.052, -4.618, 2.644], [0.289, 0.950, -0.457], [-2.926, -2.377, 3.050], [1.796, -2.555, 0.565], [0.769, 4.411, 0.791], [-6.316, -0.146, 3.960], [2.832, -3.932, 4.699], [-2.144, 0.116, -4.362], [-3.974, -5.453, -2.220], [-6.254, 1.712, -0.064], [-4.390, -3.587, 0.966], [2.880, -5.902, 3.078], [-7.261, 0.874, -1.303], [2.729, -5.159, 0.602], [2.288, -2.532, -4.672], [-2.269, -4.563, -0.816]]}